21
Properties=species:S:1:pos:R:3:forces:R:3 method="wB97M-V/def2-TZVPD" total_charge=-2 lumo_ev=3.12 multiplicity=1 e_tot_ha=-1978.5164
Ca 0.2443 -0.0424 -0.2744 0.6635 -0.1473 0.1841
B 3.5671 0.0965 0.9249 -0.6257 -0.0820 -0.4960
H 3.4986 -0.8585 0.4274 -0.4761 -4.2223 -1.9232
H 2.7598 0.2098 1.6319 -3.5972 0.5416 3.1033
H 4.5292 0.1129 1.4130 3.5390 0.3664 1.9507
H 3.4791 0.8015 0.1128 -0.2764 3.3068 -3.1758
B 0.6634 -0.6448 -3.9572 2.7653 -1.9180 0.0464
F 1.4245 0.5084 -3.8275 -0.0656 0.7657 -0.3665
F -0.5776 -0.5123 -3.5514 -3.8610 1.5237 2.1246
F 0.6126 -1.2979 -5.1416 0.5040 0.1842 -2.5455
F 1.2872 -1.6078 -3.1064 0.4605 -0.1908 1.7463
B -1.3595 3.2232 1.9212 0.7604 0.6838 -0.8002
F -0.9590 2.0973 2.5655 1.3882 -1.7512 0.6840
F -2.6515 3.3796 2.0854 -4.0817 0.9792 1.5008
F -0.6479 4.3505 2.3229 0.5411 0.1691 -0.0594
F -1.3030 3.0188 0.5208 1.7622 -0.7008 -1.7769
B -2.9632 -2.5832 1.1904 0.7087 -1.0584 -0.0244
F -3.7802 -1.5266 1.2078 -2.1173 1.5162 -0.1636
F -2.1811 -2.4953 0.0099 0.3971 -0.2605 -1.6386
F -2.0189 -2.4078 2.1550 1.4576 -0.0982 2.1367
F -3.6241 -3.8221 1.3695 0.1533 0.3926 -0.5068

18
Properties=species:S:1:pos:R:3:forces:R:3 method="wB97M-V/def2-TZVPD" lumo_ev=0.71 multiplicity=1 e_tot_ha=-1065.0233 smiles="CP(C)NS(C)(=O)=O"
C -2.3757 0.7207 0.3125 2.1609 -1.7253 0.1463
C -1.2951 -1.8688 -0.1786 -1.6638 2.0214 2.0878
C 2.2103 1.4428 -0.8657 3.2614 -3.5705 0.5516
N 0.3128 0.1978 0.6416 -0.3120 -0.5539 -1.8390
O 2.1051 -1.2797 -0.5583 -0.3229 -0.6505 -0.5178
O 2.7418 0.1341 1.3584 -0.1032 -0.4288 0.5099
P -1.0136 -0.1392 -0.7576 0.6820 1.1554 2.9463
S 1.9194 -0.0927 0.2069 -0.5423 3.2105 -0.1306
H -3.1979 -0.0222 0.2709 0.1824 0.9759 0.5477
H -2.5839 1.7497 0.1307 -0.5504 0.4948 -0.8298
H -1.7587 0.7771 1.2443 -1.3690 -0.4788 -0.1880
H -2.2703 -2.2251 -0.5031 0.0697 -0.2329 -0.1373
H -1.2469 -1.8650 0.9746 0.0491 -0.3932 -1.9229
H -0.5024 -2.3053 -0.6792 1.5538 -1.7898 -0.4481
H 2.6059 2.1850 -0.1851 0.1383 0.0420 -0.1035
H 2.9461 1.0491 -1.6672 -0.9686 0.9666 1.4315
H 1.3475 1.7152 -1.3192 -2.7044 0.8836 -1.3265
H 0.0557 -0.1735 1.5741 0.4392 0.0738 -0.7777

62
Properties=species:S:1:pos:R:3:forces:R:3 method="wB97M-V/def2-TZVPD" lumo_ev="-2.42 / -2.42" multiplicity=1 e_tot_ha=-5711.0157
Pt -0.4540 0.0032 0.8522 0.2186 0.1862 0.0940
N 0.4186 -4.0873 1.3648 -0.0340 -0.0170 -0.0212
C -0.0661 -2.8350 1.4852 0.0122 -0.0113 0.0233
S -0.6499 -2.0930 -0.0142 -0.1248 0.0218 0.0064
N -0.1647 -2.2721 2.6459 0.0065 -0.0108 -0.0084
N -0.7754 -1.0411 2.4996 0.0300 -0.0167 -0.0085
C -1.6929 -0.6094 3.3041 -0.0282 0.0129 -0.0069
C -2.0031 -1.2837 4.5772 -0.0047 0.0019 -0.0028
C -0.9838 -1.4802 5.5061 -0.0042 -0.0001 -0.0016
C -1.2640 -2.0959 6.7134 0.0037 -0.0005 -0.0021
C -2.5526 -2.5341 6.9896 -0.0030 0.0015 0.0016
C -3.5646 -2.3536 6.0587 0.0023 -0.0035 0.0018
C -3.2945 -1.7233 4.8535 -0.0011 -0.0022 -0.0009
C -2.4358 0.5290 2.7751 0.0246 0.0289 -0.0264
C -3.4432 1.1462 3.4345 0.0198 -0.0241 0.0380
C -4.2537 2.0953 2.7180 -0.0267 -0.0051 -0.0052
C -3.9377 2.4490 1.4675 -0.0066 -0.0233 -0.0181
C -2.6618 2.0077 0.8319 -0.0220 -0.1082 0.0148
N -2.0898 0.8618 1.4784 -0.1290 0.0675 -0.0047
H 0.8194 -4.3642 0.4855 0.0149 0.0063 0.0056
H 0.7801 -4.5206 2.1988 0.0070 0.0056 0.0019
H 0.0199 -1.1471 5.2773 0.0014 -0.0005 -0.0004
H -0.4744 -2.2380 7.4390 0.0000 -0.0001 -0.0003
H -2.7669 -3.0202 7.9324 -0.0001 0.0002 0.0002
H -4.5664 -2.7039 6.2688 -0.0005 0.0003 -0.0010
H -4.0784 -1.5869 4.1200 0.0008 0.0004 0.0018
H -3.6537 0.8901 4.4615 -0.0002 -0.0044 -0.0049
H -5.1483 2.4810 3.1887 0.0002 0.0089 -0.0012
H -4.5599 3.1092 0.8789 0.0163 0.0143 0.0007
H -2.7812 1.8165 -0.2330 -0.0149 -0.0131 0.0136
O 1.4344 1.5093 2.0070 -0.1256 0.0494 -0.0140
S 2.3439 0.6951 1.2138 -0.0054 -0.0235 -0.1169
O 3.5209 0.1928 1.8451 0.0064 0.0474 0.0421
O 1.5300 -0.4485 0.6200 0.0340 -0.0966 -0.0314
C 2.8654 1.6919 -0.1687 0.0293 0.0017 0.0577
C 4.0657 2.3537 0.0588 0.0063 0.0004 -0.0018
C 4.5663 3.2535 -0.8681 -0.0349 0.0299 -0.0224
C 3.8581 3.5006 -2.0300 0.0085 0.0527 0.0496
C 2.6639 2.8385 -2.2668 -0.0300 -0.0045 -0.0210
C 2.1548 1.9259 -1.3512 0.0245 0.0051 -0.0004
S 0.6655 1.0923 -1.9063 -0.0775 -0.0101 0.0188
O 0.1486 1.8865 -2.9775 -0.0098 0.0075 -0.0042
O 0.9800 -0.2832 -2.1511 0.0049 -0.0007 -0.0106
O -0.3181 1.2312 -0.7314 0.0740 0.0416 0.0034
H 4.6076 2.1475 0.9710 0.0000 0.0001 0.0059
H 5.5023 3.7599 -0.6756 0.0046 0.0059 0.0071
H 4.2276 4.2110 -2.7571 0.0091 0.0027 -0.0099
H 2.1051 3.0189 -3.1736 0.0028 0.0052 0.0061
Br 3.3133 7.4948 -0.4820 0.0070 -0.0304 -0.0052
C 1.7813 6.3864 -0.3548 0.0335 -0.0319 0.0023
C 1.7194 5.4325 0.6476 0.0154 -0.0286 -0.0251
C 0.5990 4.6209 0.7374 0.0155 0.0085 -0.0398
C -0.4436 4.7768 -0.1691 -0.0344 -0.0169 0.0225
C -0.3593 5.7325 -1.1754 -0.0105 0.0024 -0.0056
C 0.7563 6.5453 -1.2741 -0.0039 -0.0056 -0.0088
C -1.6677 3.9319 -0.1189 0.0041 -0.0832 0.0450
O -2.5612 3.9809 -0.9255 -0.0109 0.0458 -0.0588
O -1.6846 3.0909 0.9360 0.0983 -0.0278 -0.0258
H 2.5368 5.3197 1.3456 0.0127 -0.0060 0.0031
H 0.5472 3.8588 1.5001 -0.0111 -0.0539 0.0481
H -1.1762 5.8241 -1.8784 0.0036 -0.0010 0.0031
H 0.8321 7.2920 -2.0518 0.0009 -0.0015 -0.0021

107
Properties=species:S:1:pos:R:3:forces:R:3 method="wB97M-V/def2-TZVPD" total_charge=-1 lumo_ev="0.68 / 0.66" multiplicity=3 e_tot_ha=-5868.5435
Ni 0.5826 1.8628 0.4306 -2.0600 -0.9855 -1.2955
C 2.5281 1.4969 5.3981 2.0671 0.1858 -0.7942
N 1.7964 1.0854 4.2042 -0.6186 -0.1581 -0.2281
C 0.8642 0.0424 4.1376 1.0146 0.0178 1.6848
C 0.4283 -0.0102 2.8747 -1.4202 0.0472 -1.8555
N 0.8939 1.0733 2.1858 1.2153 -0.1553 1.5320
C 1.7936 1.6742 2.9756 -0.4257 0.3678 -0.9933
P 3.0811 2.8068 2.2283 0.7627 0.0191 -0.0066
C 2.1791 4.1302 1.3499 -0.8015 -0.0229 0.0544
N 1.0880 3.8241 0.6808 -0.4801 1.2844 -0.6926
C 0.6106 5.0339 0.1341 0.8304 -0.9873 0.4903
C 1.4364 6.0451 0.4857 0.8191 0.2478 0.3377
N 2.4779 5.4485 1.2306 -1.0488 0.5558 0.1423
C 3.4100 6.1464 2.0932 1.0997 -0.4379 0.0448
C 3.4016 1.9078 0.6391 0.3601 -1.5146 0.1804
N 2.4261 1.1810 0.0908 2.1736 -1.1074 -0.8372
C 3.0658 0.1189 -0.6203 -2.3840 -0.1097 -0.1867
C 4.4027 0.3264 -0.6317 0.0347 1.5248 1.2354
N 4.6180 1.4383 0.2294 -0.5634 -0.9604 -0.0089
C 5.9347 1.8101 0.7430 -0.4455 -0.2129 -0.2773
H 1.9890 1.0983 6.2357 -0.0296 -0.1025 0.4967
H 3.6286 1.0637 5.3773 -2.2463 0.9353 0.1098
H 2.5502 2.6187 5.4544 0.0857 -1.1555 0.0070
H 0.5419 -0.5517 5.0065 0.6261 0.3991 -0.5900
H -0.1748 -0.7530 2.3440 -0.0839 0.4236 0.5263
H -0.2180 5.1028 -0.5178 -0.8504 -0.3054 -0.2431
H 1.3709 7.1377 0.2654 0.3098 -1.3288 0.3032
H 4.2646 5.4365 2.2520 -0.6520 0.8598 0.0770
H 3.8031 7.0611 1.6065 -0.3846 -0.5580 0.2793
H 2.9353 6.3748 3.0584 0.2509 0.0895 -0.3029
H 2.4700 -0.7804 -0.9772 0.7890 1.3441 0.0833
H 5.2108 -0.0981 -1.2189 -0.2509 -0.1637 0.4684
H 6.5915 1.0172 0.3378 0.0950 0.8395 0.4330
H 6.1067 2.7968 0.3137 0.7999 -0.0560 0.2556
H 5.9769 1.8420 1.8603 -0.1319 -0.1151 -0.9768
O -3.2438 -1.6972 -4.0749 1.0788 -0.2962 1.1092
C -2.1691 -1.2012 -3.5365 -0.9059 0.6869 0.4812
C -1.3842 -0.2855 -4.2791 -0.3467 -0.0176 -1.2047
C -0.3204 0.3808 -3.7391 0.1467 -0.4411 0.7809
C 0.1065 0.1159 -2.4150 0.3153 -0.5250 -0.5787
C -0.5372 -0.9103 -1.6652 0.3403 2.0899 -0.7613
C -1.7582 -1.3540 -2.1243 -1.2232 -0.6567 -0.9039
C -2.7475 -1.9555 -1.1721 1.2919 -1.0234 0.1304
O -3.5783 -2.7898 -1.7742 -0.9062 -0.2376 1.0110
O -2.7710 -1.8190 0.0500 0.2229 0.1583 -0.9431
H -3.5084 -2.6551 -2.7446 -0.1162 0.3999 -0.9757
H -1.7125 -0.0979 -5.3259 0.3164 -0.1862 0.8070
H 0.2443 1.0412 -4.3913 -0.0286 0.2851 0.2937
H 0.9095 0.7910 -2.0936 0.0903 -0.8497 0.3018
H -0.1875 -1.3154 -0.7218 0.0344 0.4661 0.2086
C -5.0193 2.0332 2.2718 -0.4477 -0.2035 -0.4466
C -4.2447 0.9206 1.5493 0.1728 0.5006 0.3773
C -5.2150 -0.2118 1.2156 0.5596 -0.5270 -0.5400
C -3.0076 0.5750 2.4002 0.4710 -0.7959 0.1918
O -3.8245 1.3859 0.2120 0.2872 0.1472 0.0609
P -2.5261 2.2835 -0.0472 1.2278 0.1735 1.6352
O -2.4680 3.4401 0.9226 0.1748 -0.7133 -0.5746
O -1.2444 1.3771 -0.0699 -0.5175 1.4289 0.6266
O -2.6289 2.7594 -1.5372 -0.1455 0.4977 -0.5654
C -3.5560 3.7141 -2.1711 0.6232 -1.3295 -0.5982
C -3.6932 4.9954 -1.4231 -0.5632 1.1917 1.2546
C -4.8745 2.9430 -2.3220 0.0697 -0.1171 -0.1205
C -2.9015 3.9161 -3.5345 -0.7795 -0.7984 -0.6587
H -5.5692 1.5885 3.1213 0.2928 0.1188 -0.2705
H -5.7868 2.4075 1.5566 0.5838 0.1924 0.5647
H -4.3337 2.7980 2.6455 -0.3025 0.1563 -0.2870
H -5.6378 -0.7364 2.0873 0.3527 0.3348 -0.0493
H -4.6394 -0.9495 0.5978 -0.8553 0.5454 0.4123
H -6.0635 0.2511 0.6685 0.5131 -0.4589 0.0729
H -3.3379 0.3580 3.4506 0.3064 0.3798 -0.7741
H -2.2299 1.3896 2.3682 -1.0805 -0.5694 0.2963
H -2.4983 -0.3364 2.0292 -0.4489 0.3701 -0.0359
H -3.7050 4.8098 -0.3440 -0.4397 -0.1507 -0.1226
H -4.6483 5.4539 -1.7327 0.3351 -0.0020 0.1877
H -2.9115 5.7775 -1.4897 -0.0227 -0.6482 -0.6824
H -5.4817 2.9776 -1.4209 0.1444 -0.1277 0.2479
H -4.6533 1.8935 -2.5815 -0.0831 0.4527 0.1880
H -5.4891 3.3573 -3.1136 -0.0322 0.2410 -0.2807
H -1.9181 4.3689 -3.4233 -0.0113 0.0960 -0.0668
H -3.5637 4.5174 -4.2049 0.5924 -0.2919 0.5297
H -2.7878 2.8980 -3.9736 0.0815 0.7597 0.0794
O 1.9794 -3.3105 -0.5892 -0.0033 0.5925 0.3632
C 1.9596 -4.6454 -0.5544 -1.5533 0.0116 0.5096
C 2.2089 -5.1997 0.9112 0.3154 0.1339 -0.6108
C 2.5601 -6.4467 1.3565 -0.3892 1.1143 1.0115
C 2.6924 -6.5466 2.7778 -0.2302 2.3256 -0.7453
C 2.5110 -5.3304 3.3849 -1.2373 0.7474 1.1546
S 2.0044 -4.0804 2.2439 0.9344 -1.4036 -0.2557
C 2.9269 -5.1696 -1.5881 1.1529 -1.2491 0.5742
C 3.6395 -6.3479 -1.7138 0.0747 -0.0208 -0.3745
C 4.5533 -6.2863 -2.8250 0.4825 -0.0158 -0.4583
C 4.4400 -5.1248 -3.5615 0.0344 -0.2159 0.4013
S 3.3726 -4.0236 -2.7663 -0.1017 0.0153 -0.5580
C 0.5262 -5.2121 -0.9858 1.6702 0.4497 1.3385
C -0.0764 -5.0500 -2.1734 -0.8494 0.0846 -1.0133
C -1.3959 -5.6287 -2.2292 0.0775 0.2269 1.4307
C -1.7281 -6.1306 -0.9678 -0.6644 0.0725 -1.5955
S -0.4845 -5.9541 0.1689 -0.0692 -0.2854 -0.1311
H 2.6470 -7.3012 0.7510 0.1446 -0.7312 -0.8101
H 2.9142 -7.4338 3.2746 0.3720 -1.3250 0.8428
H 2.3891 -5.0806 4.4945 0.4522 -0.5922 -1.7725
H 3.4894 -7.2668 -1.1062 0.2587 1.0491 -0.4562
H 5.3787 -6.9979 -3.0351 -1.0000 0.1301 0.0656
H 4.9035 -4.8786 -4.5303 -0.0840 -0.0905 0.8544
H 0.3789 -4.4267 -2.9405 -0.1048 -0.3781 -0.0706
H -2.0743 -5.5591 -3.0926 0.3899 -0.1485 0.5956
H -2.6654 -6.5810 -0.6613 0.1020 0.0924 -0.1515

13
Properties=species:S:1:pos:R:3:forces:R:3 method="wB97M-V/def2-TZVPD" lumo_ev=0.47 multiplicity=1 e_tot_ha=-435.8005
C -1.5666 -1.3263 0.0358 2.9377 -1.4544 -0.2258
C -0.4853 -0.2982 -0.1163 2.8385 2.4510 -2.2062
C 1.6763 0.1446 -0.2514 -1.7581 1.2056 0.3937
C -0.1176 1.0619 -0.2011 -2.7368 0.4156 1.1780
H -2.5642 -0.8649 0.1665 0.4770 -0.9653 -0.5472
H -1.2256 -2.2985 -0.6431 -1.9232 2.7563 0.8157
H -1.1585 -1.7534 0.9595 -1.2099 -0.1796 0.5823
H 3.3018 0.6554 0.4073 -0.1641 -0.3992 -0.2080
H -1.9508 2.1352 0.0886 4.8282 -0.2005 -0.5982
N 1.2397 1.4051 -0.2122 -1.1360 -4.2656 -0.7235
O 0.8659 -0.9245 -0.3884 -1.1391 2.2119 1.0341
O 2.8321 -0.1686 0.1777 3.4768 -0.5779 0.2613
O -0.8472 2.2319 -0.0228 -4.4910 -0.9979 0.2438